# 1
Computed, not measured: the molecule C2H4OS2 in a non-equilibrium geometry, with the ωB97M-V functional and the def2-TZVPD basis.

Structure (ORCA input):
```
! RIJCOSX wB97M-V def2-TZVPD def2/J DEFGRID3
* xyz 0 1
C 0.61151 -0.40142 0.16003
C -0.37049 0.31960 0.66198
O -2.37729 1.79308 0.24759
S -3.20494 -1.01354 0.00790
S -1.96288 0.47743 -0.19626
H 1.56211 -0.52828 0.64579
H 0.85594 -0.89497 -0.70978
H -0.46092 0.82874 1.63562
H -1.73954 0.78646 -1.54484
*
```

* frontier orbital gap: 0.353 Ha
* relative energy (zero: lowest compared OMol25 entry of this formula, charge and spin): 67.1 kcal/mol
* SMILES string: C=C[S@H](=O)=S
* E_tot: -25853.5842 eV
* highest occupied orbital energy: -0.348 Eh

# 2
Computed, not measured: a cluster of 21 separate species, C82H186BCl3F4N19O27 in total in a non-equilibrium geometry, with the ωB97M-V functional and the def2-TZVPD basis.

Structure (ORCA input):
```
! RIJCOSX wB97M-V def2-TZVPD def2/J DEFGRID3
* xyz 1 1
C 14.38514 -18.72392 -5.60019
N 14.26410 -17.25293 -5.92113
C 15.36522 -16.56480 -6.37965
C 15.18454 -15.23863 -6.72153
C 13.90915 -14.64984 -6.69399
C 12.79246 -15.35356 -6.24855
C 13.03362 -16.68888 -5.95429
C 13.71576 -13.22121 -7.09130
C 12.64971 -12.82859 -7.96026
C 12.48363 -11.50023 -8.34107
N 13.22842 -10.56045 -7.65527
C 14.21850 -10.90678 -6.82576
C 14.54155 -12.23940 -6.58723
C 13.06083 -9.14885 -8.02621
H 14.51556 -19.31801 -6.50471
H 13.47029 -19.01627 -5.08475
H 15.19221 -18.71491 -4.86762
H 16.33808 -17.03063 -6.43379
H 16.07244 -14.66791 -6.95021
H 11.82682 -14.89377 -6.09841
H 12.17584 -17.28285 -5.67535
H 11.98119 -13.58451 -8.34507
H 11.73296 -11.26208 -9.08011
H 14.61959 -10.13673 -6.18345
H 15.26812 -12.40621 -5.80577
H 13.79086 -8.83592 -8.77268
H 13.14580 -8.54171 -7.12495
H 12.04912 -9.01184 -8.40799
C 21.54243 -8.06754 -8.88701
C 20.52901 -6.97406 -9.25172
O 20.34871 -6.65405 -10.38931
N 19.83190 -6.22626 -8.09943
H 20.34563 -6.51158 -7.27798
H 19.86408 -5.22066 -8.18796
C 18.40345 -6.67934 -7.88915
H 22.44833 -7.68372 -8.41784
H 21.81884 -8.73148 -9.70608
H 21.15273 -8.68008 -8.07398
H 18.50987 -7.65729 -7.41969
H 17.87320 -6.79441 -8.83451
H 17.95211 -5.88720 -7.29173
C 21.12579 -6.33588 -3.74499
C 20.42087 -7.03303 -4.85909
O 19.19038 -6.94614 -4.86362
O 21.12497 -7.40714 -5.82603
H 20.90617 -6.94680 -2.86941
H 20.89020 -5.29822 -3.50864
H 22.21100 -6.41734 -3.80643
B 17.00348 -9.66528 -9.08181
F 16.04464 -10.66306 -9.15972
F 16.93607 -8.86616 -10.17916
F 16.64440 -8.85890 -7.96098
F 18.28847 -10.18239 -8.95808
O 25.88631 -9.00867 -14.67046
C 24.70453 -8.97334 -14.36929
N 24.19236 -9.78945 -13.48203
C 23.75324 -8.16962 -15.20102
H 23.20932 -9.99508 -13.37510
H 24.88617 -10.39736 -13.07072
H 23.50518 -7.17893 -14.82012
H 22.86925 -8.75994 -15.44225
H 24.24006 -7.89349 -16.13636
O 21.25822 -10.25273 -13.00017
C 20.20848 -9.97243 -12.40455
N 19.95651 -10.42009 -11.19173
C 19.20412 -8.98559 -13.09563
H 20.60907 -10.95859 -10.64011
H 19.28890 -9.89288 -10.64727
H 18.54331 -9.49479 -13.79717
H 19.78677 -8.25799 -13.66062
H 18.52578 -8.57375 -12.34840
O 17.34315 -11.77703 -4.93035
C 17.98526 -10.75129 -4.57366
N 18.47505 -9.87302 -5.45609
C 18.12810 -10.37113 -3.06055
H 18.42889 -10.00418 -6.45647
H 18.92177 -9.02056 -5.14971
H 18.97592 -10.97490 -2.73690
H 17.23930 -10.67587 -2.50804
H 18.50904 -9.35774 -2.93389
O 14.28870 -7.94611 -4.73790
C 15.31737 -7.38966 -4.38652
N 16.44598 -7.67617 -5.07396
C 15.36040 -6.50098 -3.09770
H 17.36590 -7.46973 -4.71169
H 16.40431 -8.39426 -5.78298
H 14.40682 -5.98502 -2.98559
H 16.13671 -5.74279 -3.20058
H 15.53983 -7.05348 -2.17538
O 18.94938 -14.41425 -7.33151
C 18.37186 -13.51065 -7.99192
N 17.72914 -12.65421 -7.28783
C 18.29799 -13.48212 -9.49272
H 17.72589 -12.73860 -6.28136
H 17.29492 -11.88506 -7.77769
H 19.25171 -13.28172 -9.98095
H 17.59256 -12.71891 -9.82130
H 17.93333 -14.44357 -9.85430
O 21.84013 -11.67311 -9.07514
C 22.96241 -11.90801 -9.46523
N 23.08488 -11.94908 -10.79875
C 24.14343 -12.02626 -8.46760
H 22.25293 -11.84829 -11.36249
H 24.01173 -11.90123 -11.19718
H 24.61882 -12.92074 -8.87009
H 23.85214 -12.02018 -7.41726
H 24.82518 -11.18560 -8.59644
O 16.83218 -3.53177 -8.92680
C 16.13918 -3.09772 -9.77718
N 15.79555 -3.96183 -10.70507
C 15.84904 -1.69838 -9.89082
H 16.04857 -4.92687 -10.54767
H 15.24550 -3.72000 -11.51690
H 15.41736 -1.43334 -8.92568
H 15.22073 -1.54890 -10.76887
H 16.79092 -1.18615 -10.08725
O 23.00389 -5.41744 -8.15236
C 23.88715 -5.15162 -7.31570
N 23.77662 -5.51053 -6.05374
C 25.13172 -4.39166 -7.80098
H 24.61313 -5.54707 -5.48891
H 22.94126 -5.98843 -5.74734
H 25.69799 -4.10874 -6.91363
H 25.03462 -3.55965 -8.49842
H 25.83567 -5.08973 -8.25404
C 15.06349 -2.20902 -4.88036
Cl 14.02034 -2.47683 -3.45766
Cl 14.05094 -1.88627 -6.31267
Cl 16.00240 -3.66606 -5.13041
H 15.73511 -1.36633 -4.71633
C 18.57209 -2.83568 -12.58982
O 19.19116 -2.27893 -11.46231
C 20.01774 -3.28160 -10.87361
C 20.56079 -3.01305 -9.38504
N 19.61976 -3.23874 -8.39787
C 19.89228 -2.38890 -7.22240
C 21.18459 -2.77895 -6.44183
O 21.50673 -1.67410 -5.56608
C 22.91212 -1.54677 -5.36236
H 17.86617 -2.05864 -12.88306
H 17.93681 -3.69233 -12.36472
H 19.13751 -2.87842 -13.52073
H 20.88398 -3.57638 -11.46593
H 19.46592 -4.22113 -10.90320
H 20.94681 -1.99409 -9.35658
H 21.48993 -3.52842 -9.14175
H 18.67416 -3.02765 -8.68314
H 18.99441 -2.48057 -6.61123
H 19.89105 -1.31653 -7.41760
H 22.06842 -3.04997 -7.01932
H 21.02328 -3.68586 -5.85909
H 23.40452 -2.48425 -5.10396
H 23.18625 -0.71888 -4.70849
H 23.44225 -1.27558 -6.27534
C 20.66446 -8.19081 0.17659
O 19.58137 -7.42977 -0.42239
C 19.76910 -6.01774 -0.33330
C 18.67570 -5.31454 -1.15997
N 18.60938 -3.86996 -0.99475
C 17.64680 -3.27023 -1.88372
C 17.72848 -1.66885 -1.85053
O 18.87176 -1.16630 -2.50149
C 18.99851 0.27078 -2.49226
H 20.67549 -8.18171 1.26649
H 21.64984 -7.92206 -0.20407
H 20.47485 -9.20220 -0.18288
H 20.76418 -5.80135 -0.72200
H 19.71135 -5.66384 0.69603
H 17.69522 -5.73548 -0.93734
H 18.79941 -5.60018 -2.20458
H 19.48562 -3.42221 -1.22241
H 16.64336 -3.66048 -1.71373
H 17.97116 -3.51227 -2.89580
H 17.81159 -1.49383 -0.77789
H 16.79886 -1.17543 -2.13416
H 19.95408 0.61192 -2.89051
H 19.15097 0.64733 -1.48080
H 18.16661 0.75085 -3.00759
C 30.83130 -10.07705 -0.13121
O 30.34847 -10.42697 -1.41400
C 28.87821 -10.29138 -1.58219
C 28.56503 -10.65837 -3.02161
N 27.20658 -10.40217 -3.43482
C 27.01185 -10.94562 -4.77710
C 25.50704 -10.66100 -5.22829
O 25.23382 -9.30553 -5.44328
C 23.80089 -8.92794 -5.50685
H 31.91787 -9.99797 -0.16598
H 30.59876 -10.87810 0.57046
H 30.50329 -9.09989 0.22329
H 28.54726 -9.25732 -1.48575
H 28.34502 -10.94750 -0.89421
H 28.81152 -11.71919 -3.06635
H 29.15752 -10.05837 -3.71230
H 26.97899 -9.41994 -3.49411
H 27.23586 -12.01148 -4.73385
H 27.71237 -10.62472 -5.54806
H 24.99924 -11.18487 -4.41848
H 25.34019 -11.22762 -6.14437
H 23.18958 -9.56245 -4.86513
H 23.43346 -9.08478 -6.52100
H 23.71403 -7.84765 -5.39055
C 12.16574 -13.08432 -14.90542
O 11.99911 -12.66922 -13.49583
C 10.68168 -12.23373 -13.19390
C 10.55264 -11.67301 -11.74628
N 11.47879 -10.53681 -11.60865
C 11.00951 -9.28650 -12.23240
C 12.18067 -8.18774 -12.06341
O 13.46943 -8.50149 -12.59257
C 14.33524 -7.37462 -12.53180
H 11.29793 -13.02352 -15.56216
H 12.39736 -14.14910 -14.87889
H 13.13199 -12.78822 -15.31382
H 9.90151 -12.99465 -13.21502
H 10.43310 -11.47357 -13.93449
H 10.64487 -12.44998 -10.98739
H 9.54467 -11.28771 -11.59250
H 12.32029 -10.64412 -12.15679
H 10.14873 -8.97447 -11.64096
H 10.72980 -9.18050 -13.28055
H 12.26612 -7.90432 -11.01437
H 11.69833 -7.31212 -12.49786
H 14.14374 -6.75831 -13.41020
H 15.41131 -7.54695 -12.55364
H 14.18267 -6.72600 -11.66917
C 21.18199 -4.64619 -14.61630
O 22.15737 -4.70824 -15.61910
C 21.66091 -4.82743 -16.92650
C 22.90204 -5.09097 -17.71728
N 23.72360 -3.84909 -17.77286
C 24.96155 -3.97985 -18.49017
C 25.95834 -5.05277 -18.02991
O 26.57944 -4.69144 -16.82393
C 25.99330 -5.21462 -15.60917
H 20.25423 -5.18457 -14.80998
H 20.90482 -3.59235 -14.58970
H 21.61318 -4.99358 -13.67742
H 21.02874 -4.05280 -17.36055
H 21.01795 -5.70536 -16.98930
H 22.68979 -5.39760 -18.74151
H 23.42451 -5.88679 -17.18644
H 24.01024 -3.71941 -16.81311
H 25.34682 -2.96208 -18.55181
H 24.73147 -4.15137 -19.54172
H 26.77825 -5.13399 -18.74353
H 25.56471 -6.06895 -18.00674
H 26.39055 -6.21687 -15.44853
H 24.91095 -5.08684 -15.62630
H 26.31642 -4.71561 -14.69556
C 9.95669 -4.42744 -14.41981
O 10.26557 -4.96952 -13.14814
C 9.05537 -5.14738 -12.40495
C 9.28842 -5.92855 -11.07173
N 10.26766 -5.24018 -10.19413
C 10.47531 -5.99429 -8.89600
C 11.73063 -5.69654 -8.12468
O 12.85277 -6.01098 -8.89104
C 14.10301 -5.65954 -8.27515
H 10.79165 -4.39182 -15.11958
H 9.51358 -3.43238 -14.37969
H 9.12228 -4.84813 -14.98096
H 8.35589 -5.67761 -13.05125
H 8.61791 -4.17558 -12.17619
H 9.59792 -6.95774 -11.25363
H 8.37725 -6.07937 -10.49284
H 11.14226 -5.12965 -10.68703
H 10.50029 -7.07886 -9.00168
H 9.53946 -5.83272 -8.36103
H 11.69393 -6.24121 -7.18124
H 11.67336 -4.63718 -7.87455
H 14.92564 -5.98677 -8.91099
H 14.22135 -6.00378 -7.24773
H 14.10172 -4.56954 -8.27563
C 24.67874 -4.77511 -11.02850
O 25.20705 -6.00110 -10.43587
C 24.60564 -7.24348 -10.85423
C 25.15623 -8.41146 -9.96490
N 26.60003 -8.52615 -10.12988
C 27.24598 -9.25344 -9.04916
C 28.76172 -8.99309 -8.86612
O 29.02540 -7.90221 -7.95388
C 28.77790 -6.63886 -8.53460
H 25.35994 -3.96106 -10.78074
H 23.68534 -4.48200 -10.68886
H 24.57664 -4.78974 -12.11360
H 24.75587 -7.47743 -11.90817
H 23.56133 -7.10667 -10.57350
H 24.64492 -9.34582 -10.19650
H 24.83467 -8.19251 -8.94669
H 26.87428 -7.56279 -10.00014
H 26.94163 -10.29977 -9.07502
H 26.79184 -9.01809 -8.08663
H 29.31593 -8.84685 -9.79324
H 29.20589 -9.93166 -8.53462
H 27.74428 -6.34967 -8.72459
H 29.31889 -6.37588 -9.44359
H 29.09638 -5.84297 -7.86137
C 22.05311 -11.01059 -2.64462
O 21.63006 -12.14799 -3.37191
C 21.68873 -12.04225 -4.74988
C 20.79647 -13.02089 -5.44086
N 21.13630 -14.43341 -5.23871
C 22.44337 -14.84271 -5.77977
C 22.37472 -14.90204 -7.28373
O 21.35005 -15.88860 -7.56095
C 21.20341 -16.12358 -8.96261
H 21.37477 -10.22249 -2.97151
H 23.02440 -10.65732 -2.99089
H 22.00506 -11.20894 -1.57390
H 22.70607 -12.02093 -5.14062
H 21.36416 -11.02139 -4.95136
H 20.66591 -12.71823 -6.47983
H 19.79096 -12.86352 -5.05062
H 21.13538 -14.44177 -4.22874
H 22.70346 -15.81929 -5.37143
H 23.25464 -14.18210 -5.47392
H 23.36581 -15.24190 -7.58432
H 22.18641 -14.00114 -7.86770
H 20.39980 -16.82210 -9.19580
H 22.12015 -16.49748 -9.41855
H 21.01767 -15.21780 -9.53982
*
```

* frontier orbital gap: 0.177 Ha
* E_tot: -220748.6907 eV
* highest occupied orbital energy: -0.345 Eh

# 3
Computed, not measured: a cluster of 2 separate species, C4H12N2OS in total in a non-equilibrium geometry, with the ωB97M-V functional and the def2-TZVPD basis.

Structure (ORCA input):
```
! RIJCOSX wB97M-V def2-TZVPD def2/J DEFGRID3
* xyz 0 1
C -0.44327 0.87026 -0.72388
N -1.64879 0.30203 -1.12870
C -2.29109 -0.54664 0.05918
O -1.46971 -1.00505 0.92574
C -0.56554 1.85825 0.47917
C 1.35325 -1.96971 -0.14514
S 2.03025 -0.41327 -0.58544
N 0.54928 1.56164 1.30769
H 0.18760 1.26137 -1.52368
H 0.23973 0.09459 -0.21935
H -1.57876 -0.32032 -1.92934
H -3.02567 0.18041 0.47675
H -2.87437 -1.16622 -0.65048
H 1.88088 -2.20030 0.77846
H -0.54812 2.87333 0.06890
H 0.26478 -1.96194 0.10400
H 1.50734 -2.83231 -0.79061
H 1.25651 0.98248 0.90156
H -1.49430 1.67498 1.01723
H 0.87274 2.04833 2.12393
*
```

* frontier orbital gap: 0.185 Ha
* relative energy (zero: lowest compared OMol25 entry of this formula, charge and spin): 153.8 kcal/mol
* E_tot: -20199.4443 eV
* highest occupied orbital energy: -0.299 Eh

# 4
Computed, not measured: a structure of composition C15H30F3GeNOSSi3W, with the ωB97M-V functional and the def2-TZVPD basis.

Structure (ORCA input):
```
! RIJCOSX wB97M-V def2-TZVPD def2/J DEFGRID3
* xyz 1 4
W -1.19314 -0.56671 -0.00356
F -1.31226 -4.44125 -4.84596
C -1.17073 -3.12457 -4.61722
F 0.11271 -2.90095 -4.34534
F -1.45648 -2.49938 -5.77344
C -2.12925 -2.67954 -3.53999
C -3.51275 -2.98797 -3.87054
C -4.61153 -2.88354 -3.11859
C -4.67942 -2.47092 -1.73158
N -3.87743 -1.91647 -0.92164
C -1.70213 -2.02710 -2.45337
S -0.13211 -1.46165 -1.96120
H -3.65369 -3.37303 -4.87368
H -5.55739 -3.18871 -3.54230
H -5.61955 -2.65137 -1.21382
O -2.55005 -1.53197 -1.42547
C -0.05809 1.33521 3.55950
Si -0.59873 -0.08510 2.47040
C -2.46708 0.14549 2.06594
C -0.28900 -1.72207 3.30706
Ge 0.88549 0.73131 0.41137
Si 3.05567 -0.31738 0.49082
C 4.07005 0.46532 1.84882
C 3.75898 0.04150 -1.20262
C 2.83105 -2.14941 0.76132
Si 0.67478 3.12960 0.26930
C 1.80430 3.97003 1.49506
C -1.11648 3.58395 0.56755
C 1.18198 3.50044 -1.49135
H -0.50112 1.21047 4.55044
H -0.34469 2.31201 3.17577
H 1.02726 1.32124 3.68401
H -3.02467 -0.36142 2.85888
H -2.97028 -0.32560 1.17865
H -2.75964 1.19397 2.03969
H -0.82008 -1.75909 4.26139
H 0.77496 -1.84674 3.51815
H -0.61166 -2.56895 2.70094
H 4.19236 1.53836 1.69559
H 5.06637 0.01588 1.86662
H 3.62461 0.31026 2.83345
H 3.86495 1.11338 -1.37981
H 3.13586 -0.37616 -1.99605
H 4.75168 -0.40792 -1.28961
H 2.46188 -2.36811 1.76471
H 3.79041 -2.66018 0.64507
H 2.13461 -2.57803 0.03821
H 1.56703 3.70643 2.52688
H 1.70761 5.05463 1.39872
H 2.84944 3.71521 1.31238
H -1.42821 3.36590 1.58981
H -1.78290 3.05525 -0.11741
H -1.26001 4.65537 0.40633
H 2.22569 3.23462 -1.66944
H 1.07340 4.56821 -1.69744
H 0.56743 2.95724 -2.21142
*
```

* frontier orbital gap (spin up / spin down): 0.249 / 0.274 Ha
* relative energy (zero: lowest compared OMol25 entry of this formula, charge and spin): 102.0 kcal/mol
* E_tot: -120533.1952 eV
* highest occupied orbital energy (spin up / spin down): -0.391 / -0.415 Eh

# 5
Computed, not measured: a cluster of 14 separate species, H28O14 in total in a non-equilibrium geometry, with the ωB97M-V functional and the def2-TZVPD basis.

Structure (ORCA input):
```
! RIJCOSX wB97M-V def2-TZVPD def2/J DEFGRID3
* xyz 0 1
H 0.99697 1.28401 -1.14142
H 0.71215 -0.09663 -0.66671
H 0.77608 -2.31472 3.76796
H 1.69628 -1.99564 2.62875
H 1.32301 1.14161 2.36679
H -0.14826 1.65554 2.36071
H -1.84442 -4.10248 1.15047
H -0.90346 -4.04272 0.06260
H -0.24399 4.01047 -0.41675
H -1.59364 3.80606 -0.70313
H -1.32488 3.97677 -3.85533
H -2.26237 4.84864 -3.10384
H -2.73045 -0.24630 2.77150
H -2.79797 -0.56701 1.31369
H 0.39802 -2.34669 -2.98193
H 0.48022 -3.79294 -2.84312
H 3.64697 2.75789 2.56910
H 2.25586 2.54305 1.86608
H 3.52234 -1.52421 0.95737
H 3.88863 -1.14430 2.48559
H 1.96101 -3.04414 -0.77651
H 2.60777 -3.95121 -1.89839
H -0.64220 -2.13100 -4.29349
H -0.10187 -2.75412 -5.63584
H -2.62643 3.36607 2.42723
H -1.85989 2.11475 2.26645
H -1.99568 1.57297 -1.00883
H -2.08793 2.12914 0.27875
O 0.49759 0.82468 -0.48101
O 0.99037 -2.57192 2.80699
O 0.49578 1.20637 1.82642
O -1.83956 -4.24535 0.25189
O -0.77946 4.11819 -1.15833
O -1.66082 4.09624 -2.98647
O -3.22786 -0.10003 2.02262
O -0.16241 -3.12995 -2.89913
O 2.70916 2.35386 2.65362
O 3.88708 -1.84818 1.74710
O 2.83137 -3.31316 -1.24859
O -0.85732 -2.66326 -5.01604
O -2.51440 2.50265 2.79225
O -1.47138 1.61697 -0.25908
*
```

* frontier orbital gap: 0.372 Ha
* relative energy (zero: lowest compared OMol25 entry of this formula, charge and spin): 179.3 kcal/mol
* E_tot: -29113.8762 eV
* highest occupied orbital energy: -0.382 Eh

Molecular weight (computed, g/mol): 108.2 2063.7 136.2 670.2 252.2